(1)
Computed, not measured: a molecular structure, C4H8N2 in a non-equilibrium geometry, with ωB97M-V with the def2-TZVPD basis set.

Geometry as XYZ:
```
14
C4H8N2 | OMol25 | ωB97M-V with the def2-TZVPD basis set
H 2.917 0.838 0.325
C 0.347 -0.652 -0.826
H -0.349 0.370 0.931
C -1.745 0.295 0.808
H 0.569 -1.682 -0.546
C -0.993 -0.427 -1.287
H 0.751 1.363 -0.222
N -1.966 -0.084 -0.500
H -2.123 1.287 1.047
H -1.966 -0.459 1.565
H -1.233 -0.516 -2.342
C 0.968 0.312 -0.027
H 2.599 -0.790 0.509
N 2.224 0.146 0.565
```

E_HOMO = -0.2911 Ha
Kohn-Sham gap = 8.8 eV
2S+1 = 1
F_max = 4.70 eV/A
molar mass = 84.1 g/mol
E_LUMO = 0.9 eV
E = -7254.505 eV

Atom charges from the Mulliken analysis, given in e for atoms 1 to 2: atom 1 (H): 0.252, atom 2 (C): -0.424

---

(2)
Computed, not measured: a single C4H8N2 molecule, with ωB97M-V with the def2-TZVPD basis set.

Geometry as XYZ:
```
14
C4H8N2 | OMol25 | ωB97M-V with the def2-TZVPD basis set
H 1.899 0.071 -1.593
C -0.013 -0.439 1.087
N 0.498 -1.535 0.750
C 1.328 0.536 -0.788
H -1.881 -0.840 -0.646
H -0.850 -1.048 -2.083
H -1.378 0.002 2.498
H -1.302 0.577 -1.525
C -1.023 -0.435 -1.196
N -0.539 0.392 2.075
H 2.014 0.794 0.027
C 0.195 -0.342 -0.304
H 0.916 1.482 -1.170
H 0.158 0.640 2.768
```

E_HOMO = -0.3321 Ha
Kohn-Sham gap = 9.9 eV
2S+1 = 1
F_max = 0.98 eV/A
molar mass = 84.1 g/mol
E_LUMO = 0.8 eV
E = -7255.856 eV

Atom charges from the Mulliken analysis, given in e for atoms 1 to 2: atom 1 (H): 0.303, atom 2 (C): -0.121

---

(3)
Computed, not measured: a single C4H8N2 molecule, with ωB97M-V with the def2-TZVPD basis set.

Geometry as XYZ:
```
14
C4H8N2 | OMol25 | ωB97M-V with the def2-TZVPD basis set
H 0.735 1.332 1.050
H 0.499 -1.502 -1.156
N 2.520 0.645 0.366
H -1.096 1.390 1.273
H -1.638 -1.084 1.175
C -1.569 -0.786 0.123
C -0.262 1.283 0.577
C 0.694 -0.537 -0.681
H -2.443 -0.180 -0.133
H 2.754 -0.797 -1.168
H -0.303 2.078 -0.174
C 2.119 -0.146 -0.525
H -1.553 -1.682 -0.500
N -0.345 -0.020 -0.075
```

E_HOMO (alpha / beta) = -0.2814 / -0.2388 Ha
Kohn-Sham gap (alpha / beta) = 7.9 / 6.6 eV
2S+1 = 1
F_max = 0.91 eV/A
molar mass = 84.1 g/mol
E_LUMO (alpha / beta) = 0.3 / 0.1 eV
E = -7254.406 eV

Atom charges from the Mulliken analysis, given in e for atoms 1 to 2: atom 1 (H): 0.461, atom 2 (H): 0.256

---

(4)
Computed, not measured: 2 unconnected molecules or ions with the total composition C4H8N2 in a non-equilibrium geometry, with ωB97M-V with the def2-TZVPD basis set.

Geometry as XYZ:
```
14
C4H8N2 | OMol25 | ωB97M-V with the def2-TZVPD basis set
C -0.901 0.811 0.165
H -1.186 -2.057 -0.721
C 0.717 -0.803 0.869
H -1.154 -0.634 -1.795
H -1.655 1.033 -0.572
N -0.222 -0.364 0.067
H 2.106 1.216 -0.565
H 0.327 -1.584 -1.544
N -0.454 2.286 2.219
H 1.185 -1.752 0.648
C -0.586 -1.219 -1.075
H 1.507 1.640 -0.702
H 0.994 -0.210 1.730
C -0.676 1.637 1.277
```

E_HOMO (alpha / beta) = -0.2820 / -0.2820 Ha
Kohn-Sham gap (alpha / beta) = 8.1 / 8.1 eV
2S+1 = 1
F_max = 1.09 eV/A
molar mass = 84.1 g/mol
E_LUMO (alpha / beta) = 0.4 / 0.4 eV
E = -7254.786 eV

Atom charges from the Mulliken analysis, given in e for atoms 1 to 2: atom 1 (C): -0.188, atom 2 (H): 0.332

---

(5)
Computed, not measured: a single C4H8N2 molecule in a non-equilibrium geometry, with ωB97M-V with the def2-TZVPD basis set.

Geometry as XYZ:
```
14
C4H8N2 | OMol25 | ωB97M-V with the def2-TZVPD basis set
C 0.826 -0.362 -0.916
H -2.164 -0.640 0.561
H 0.218 1.420 1.046
C -1.124 -0.944 0.400
H -1.135 -1.911 -0.112
H 0.771 -1.385 -1.303
N 2.731 -0.222 0.914
H -0.644 -1.073 1.386
H -1.464 1.624 0.498
H -0.129 2.110 -0.562
C -0.454 1.364 0.171
C 1.908 -0.311 0.106
N -0.476 0.046 -0.442
H 1.134 0.284 -1.746
```

E_HOMO = -0.3424 Ha
Kohn-Sham gap = 10.2 eV
2S+1 = 1
F_max = 1.08 eV/A
molar mass = 84.1 g/mol
E_LUMO = 0.9 eV
E = -7257.111 eV

Atom charges from the Mulliken analysis, given in e for atoms 1 to 2: atom 1 (C): -0.607, atom 2 (H): 0.317

---

(6)
Computed, not measured: a single C4H8N2 molecule in a non-equilibrium geometry, with ωB97M-V with the def2-TZVPD basis set.

Geometry as XYZ:
```
14
C4H8N2 | OMol25 | ωB97M-V with the def2-TZVPD basis set
H 0.498 0.201 1.365
H 2.096 0.661 -1.089
C 0.134 -1.231 -0.056
C 0.707 -0.029 0.402
H 2.764 0.394 0.640
H 1.765 1.887 0.091
H -0.181 -2.084 0.648
C -0.905 -0.286 -0.456
N -1.889 0.022 0.356
N -2.976 0.510 -0.119
H -3.596 0.791 0.775
C 1.868 0.766 -0.088
H -0.976 -0.036 -1.540
H 0.691 -1.565 -0.928
```

E_HOMO (alpha / beta) = -0.3082 / -0.3082 Ha
Kohn-Sham gap (alpha / beta) = 9.1 / 9.1 eV
2S+1 = 1
F_max = 4.64 eV/A
molar mass = 84.1 g/mol
E_LUMO (alpha / beta) = 0.7 / 0.7 eV
E = -7253.900 eV

Atom charges from the Mulliken analysis, given in e for atoms 1 to 2: atom 1 (H): 0.462, atom 2 (H): 0.364

---

(7)
Computed, not measured: a gas-phase ion, C4H8N2 (charge +2) in a non-equilibrium geometry, with ωB97M-V with the def2-TZVPD basis set.

Geometry as XYZ:
```
14
C4H8N2 | OMol25 | ωB97M-V with the def2-TZVPD basis set
H 0.624 1.449 2.010
H -0.236 2.667 0.028
C -0.678 -1.806 -0.696
H -1.211 1.038 -1.532
H 0.189 -2.339 -0.386
H 1.818 1.461 0.813
N -0.408 -0.506 -0.308
N -0.077 1.651 0.023
H 1.356 -1.070 1.115
H -0.745 -1.915 -1.830
C 0.738 -0.254 0.743
C -0.640 0.737 -0.724
H -1.516 -2.233 -0.191
C 0.788 1.120 0.936
```

E_HOMO = -0.7939 Ha
Kohn-Sham gap = 9.4 eV
2S+1 = 1
F_max = 8.91 eV/A
molar mass = 84.1 g/mol
E_LUMO = -12.2 eV
E = -7236.458 eV
charge = +2

Atom charges from the Mulliken analysis, given in e for atoms 1 to 2: atom 1 (H): 0.425, atom 2 (H): 0.283

---

(8)
Computed, not measured: a single C4H8N2O molecule, with ωB97M-V with the def2-TZVPD basis set.

Geometry as XYZ:
```
15
C4H8N2O | OMol25 | ωB97M-V with the def2-TZVPD basis set
H -1.197 -1.908 -0.292
C -1.346 0.050 0.186
H 1.686 -0.921 0.848
O -2.018 0.929 0.692
H 1.813 1.504 0.406
C 0.725 1.493 0.536
H 1.848 -0.074 -1.353
H 0.488 1.637 1.593
H 0.405 -1.104 -1.807
C 0.912 -0.531 -1.034
N 0.838 -1.079 0.312
N -1.859 -1.145 -0.244
C 0.156 0.191 0.024
H -2.759 -1.381 0.148
H 0.307 2.341 -0.014
```

E_HOMO = -0.3542 Ha
Kohn-Sham gap = 10.6 eV
2S+1 = 1
F_max = 0.41 eV/A
molar mass = 100.1 g/mol
E_LUMO = 1.0 eV
E = -9305.136 eV

Atom charges from the Mulliken analysis, given in e for atoms 1 to 2: atom 1 (H): 0.275, atom 2 (C): 0.269

---

(9)
Computed, not measured: a single C4H8N2O molecule in a non-equilibrium geometry, with ωB97M-V with the def2-TZVPD basis set.

Geometry as XYZ:
```
15
C4H8N2O | OMol25 | ωB97M-V with the def2-TZVPD basis set
H 1.335 -0.946 0.646
H 1.828 -0.284 -1.604
H -2.276 -0.817 1.408
H 1.909 0.687 1.325
H -1.360 1.039 -1.706
O 2.132 1.673 -1.214
C -1.078 -0.039 -0.127
C -1.484 -1.173 0.753
H 0.033 1.698 0.116
H -1.876 -1.995 0.156
C 1.351 0.138 0.565
C 1.796 0.566 -0.897
N 0.039 0.717 0.389
N -1.706 0.232 -1.181
H -0.644 -1.497 1.371
```

E_HOMO = -0.3258 Ha
Kohn-Sham gap = 9.8 eV
2S+1 = 1
F_max = 3.04 eV/A
molar mass = 100.1 g/mol
E_LUMO = 0.9 eV
E = -9304.062 eV

Atom charges from the Mulliken analysis, given in e for atoms 1 to 2: atom 1 (H): 0.331, atom 2 (H): 0.338

---

(10)
Computed, not measured: 2 unconnected molecules or ions with the total composition C4H8N2O, with ωB97M-V with the def2-TZVPD basis set.

Geometry as XYZ:
```
15
C4H8N2O | OMol25 | ωB97M-V with the def2-TZVPD basis set
O 2.990 -0.825 0.033
H -0.878 -0.446 -1.423
C 2.454 0.002 -0.669
H -2.292 2.230 0.785
H -0.403 0.857 1.196
H -2.577 1.351 -0.723
H -2.842 0.530 0.832
C -2.202 1.252 0.302
H 2.364 -0.131 -1.764
H 1.604 -2.292 0.657
C -0.558 -0.376 -0.386
N 0.580 -2.366 0.728
N -0.794 0.868 0.260
C 0.014 -1.420 0.183
H 2.040 0.945 -0.266
```

E_HOMO = -0.3011 Ha
Kohn-Sham gap = 9.1 eV
2S+1 = 1
F_max = 0.70 eV/A
molar mass = 100.1 g/mol
E_LUMO = 0.9 eV
E = -9302.765 eV

Atom charges from the Mulliken analysis, given in e for atoms 1 to 2: atom 1 (O): -0.482, atom 2 (H): 0.357

---

(11)
Computed, not measured: a single C4H8N2O molecule in a non-equilibrium geometry, with ωB97M-V with the def2-TZVPD basis set.

Geometry as XYZ:
```
15
C4H8N2O | OMol25 | ωB97M-V with the def2-TZVPD basis set
H 2.230 -2.304 -1.221
H -3.023 2.653 1.358
H -1.365 2.182 -0.364
H 0.708 -1.964 -2.069
H 0.683 -2.532 -0.393
C -2.457 1.742 1.377
N -0.488 0.719 0.482
N -1.530 1.540 0.467
O 2.077 -0.359 0.549
H 1.543 -0.599 1.314
C 1.220 -1.914 -1.112
C -0.098 0.124 -0.569
H -2.568 1.040 2.181
C 1.275 -0.465 -0.620
H 1.795 0.136 -1.382
```

E_HOMO (alpha / beta) = -0.2564 / -0.2557 Ha
Kohn-Sham gap (alpha / beta) = 6.5 / 6.5 eV
2S+1 = 1
F_max = 2.84 eV/A
molar mass = 100.1 g/mol
E_LUMO (alpha / beta) = -0.5 / -0.5 eV
E = -9300.555 eV

Atom charges from the Mulliken analysis, given in e for atoms 1 to 2: atom 1 (H): 0.309, atom 2 (H): 0.257

---

(12)
Computed, not measured: a single C4H8N2O molecule, with ωB97M-V with the def2-TZVPD basis set.

Geometry as XYZ:
```
15
C4H8N2O | OMol25 | ωB97M-V with the def2-TZVPD basis set
C -0.482 -1.140 0.396
H -0.279 1.357 0.252
H 0.443 -1.721 0.543
C 1.429 1.025 0.125
O -0.082 0.668 -2.807
H 2.164 0.268 -0.150
N 0.432 1.347 -0.641
C -0.055 0.402 -1.627
H -0.947 -1.352 -1.707
N -0.513 -0.726 -1.044
H -1.304 -1.867 0.478
H -1.619 0.346 1.446
C -0.568 0.034 1.359
H 1.593 1.608 1.024
H -0.213 -0.251 2.352
```

E_HOMO (alpha / beta) = -0.2625 / -0.2623 Ha
Kohn-Sham gap (alpha / beta) = 6.3 / 6.3 eV
2S+1 = 1
F_max = 0.44 eV/A
molar mass = 100.1 g/mol
E_LUMO (alpha / beta) = -0.8 / -0.8 eV
E = -9300.786 eV

Atom charges from the Mulliken analysis, given in e for atoms 1 to 2: atom 1 (C): -0.134, atom 2 (H): 0.503

---

(13)
Computed, not measured: a single C4H8N2O molecule in a non-equilibrium geometry, with ωB97M-V with the def2-TZVPD basis set.

Geometry as XYZ:
```
15
C4H8N2O | OMol25 | ωB97M-V with the def2-TZVPD basis set
O 2.027 -0.768 0.760
C 1.843 -0.759 -0.719
H 2.674 -1.117 1.365
H 1.836 -1.782 -0.832
H -1.342 1.957 0.161
C -0.735 1.174 0.547
N 1.411 1.168 -0.300
H -0.896 1.158 1.655
H -1.054 -0.926 -0.626
N 0.711 0.106 -0.903
C 0.647 1.695 0.650
C -0.476 -0.185 -0.117
H -0.032 -0.591 0.805
H 2.595 -0.106 -1.250
H 0.995 2.283 1.473
```

E_HOMO = -0.3090 Ha
Kohn-Sham gap = 9.3 eV
2S+1 = 1
F_max = 5.78 eV/A
molar mass = 100.1 g/mol
E_LUMO = 0.9 eV
E = -9300.902 eV

Atom charges from the Mulliken analysis, given in e for atoms 1 to 2: atom 1 (O): -0.540, atom 2 (C): -0.167

---

(14)
Computed, not measured: 2 unconnected molecules or ions with the total composition C4H8N2O in a non-equilibrium geometry, with ωB97M-V with the def2-TZVPD basis set.

Geometry as XYZ:
```
15
C4H8N2O | OMol25 | ωB97M-V with the def2-TZVPD basis set
H -1.478 0.430 2.460
O 0.348 -2.068 -0.208
H -0.230 -0.962 2.472
N -0.259 1.575 0.457
H -0.069 -2.233 0.648
C -0.291 1.674 -0.883
C -0.638 -0.076 2.002
C 1.091 -0.940 -0.156
H -0.912 -0.297 -1.450
H 1.816 -0.854 0.645
H -0.278 0.770 -2.804
H -0.084 2.674 -1.249
H 1.503 -0.694 -1.122
N -0.079 0.377 0.931
C -0.438 0.624 -1.744
```

E_HOMO (alpha / beta) = -0.2715 / -0.2716 Ha
Kohn-Sham gap (alpha / beta) = 7.8 / 7.8 eV
2S+1 = 1
F_max = 1.33 eV/A
molar mass = 100.1 g/mol
E_LUMO (alpha / beta) = 0.4 / 0.4 eV
E = -9300.440 eV

Atom charges from the Mulliken analysis, given in e for atoms 1 to 2: atom 1 (H): 0.317, atom 2 (O): -0.422

---

(15)
Computed, not measured: a molecular structure, C4H8N2O in a non-equilibrium geometry, with ωB97M-V with the def2-TZVPD basis set.

Geometry as XYZ:
```
15
C4H8N2O | OMol25 | ωB97M-V with the def2-TZVPD basis set
C -0.112 -1.362 0.680
H 2.430 0.564 1.278
C 1.349 0.695 1.213
H -2.144 0.912 0.450
C 0.730 -0.260 0.223
H -0.726 0.833 -2.491
C -0.870 -0.030 -0.650
H 0.923 0.566 2.211
N -0.972 -0.036 -2.041
N -1.196 -1.295 -0.026
H 0.054 -2.086 1.471
H 1.375 -0.515 -0.616
O -1.431 1.125 -0.164
H -0.575 -0.848 -2.487
H 1.165 1.739 0.949
```

E_HOMO = -0.3066 Ha
Kohn-Sham gap = 9.3 eV
2S+1 = 1
F_max = 2.94 eV/A
molar mass = 100.1 g/mol
E_LUMO = 1.0 eV
E = -9303.551 eV

Atom charges from the Mulliken analysis, given in e for atoms 1 to 2: atom 1 (C): -0.303, atom 2 (H): 0.332

---

(16)
Computed, not measured: a single C4H8N2O molecule, with ωB97M-V with the def2-TZVPD basis set.

Geometry as XYZ:
```
15
C4H8N2O | OMol25 | ωB97M-V with the def2-TZVPD basis set
N 0.382 0.936 0.848
H 0.432 1.843 0.380
H 0.926 -1.103 2.440
H -0.419 -0.828 -1.708
H -0.521 1.057 -3.071
C -0.156 1.266 -2.065
H -0.753 2.089 -1.653
H 0.891 1.597 -2.133
H -0.799 -0.952 2.345
C 0.032 -1.571 2.025
H -0.070 -2.609 2.358
C -0.030 -1.435 0.539
N -0.297 0.075 -1.273
C 0.047 0.003 0.034
O -0.240 -2.343 -0.241
```

E_HOMO = -0.3408 Ha
Kohn-Sham gap = 9.9 eV
2S+1 = 1
F_max = 0.61 eV/A
molar mass = 100.1 g/mol
E_LUMO = 0.6 eV
E = -9305.292 eV

Atom charges from the Mulliken analysis, given in e for atoms 1 to 2: atom 1 (N): -0.681, atom 2 (H): 0.234